2 unconnected molecules or ions with the total composition C17H19Br2NO2 at a distorted geometry. Source: the OMol25 dataset; level of theory: ωB97M-V/def2-TZVPD.

Values from the calculation:
E (eV): -163605.4487
E_HOMO (eV): -8.073
Molecular weight (g mol⁻¹): 429.2
Kohn-Sham gap (eV): 6.83
Relative energy (zero: lowest compared OMol25 entry of this formula, charge and spin) (kcal per mole): 36.1
LUMO (eV): -1.24

XYZ file:
```
41
Properties=species:S:1:pos:R:3:forces:R:3
C -1.26699 -2.13578 2.62475 1.570 0.325 2.004
H 0.51710 3.01111 2.18439 -0.021 -0.163 0.150
H -4.30603 -0.69150 -0.53556 0.025 -0.115 0.262
H 1.54771 0.49139 0.71792 -0.184 0.080 -0.177
H -8.37869 -0.50730 1.26378 -0.018 -0.051 0.176
H -1.89106 1.25437 -0.10530 0.015 0.163 0.155
H 1.13591 -2.82325 3.60732 -0.061 0.083 0.119
C -4.11645 -1.07158 0.46815 -0.895 -0.057 0.295
C -3.72203 -2.00576 3.08079 0.917 0.041 -0.318
H -7.70222 -1.91005 2.15864 0.041 0.225 -0.166
H 1.03582 1.42881 2.85107 -0.222 0.149 -0.051
H -2.26785 1.93267 1.50584 0.090 -0.016 -0.241
O -6.42085 -0.78052 0.91743 -0.179 -0.227 0.531
C 1.16650 -1.71878 5.41920 -1.026 0.044 -0.723
C -7.53138 -0.87242 1.83969 0.447 0.046 -0.411
O 0.95032 -0.38578 7.40008 -0.663 -0.572 -1.492
Br -1.82118 0.88874 6.96741 0.145 -0.186 -0.166
H -1.33008 2.90081 0.32882 -0.131 -0.130 -0.006
C -1.42199 -0.81012 4.71486 -0.237 0.767 1.330
C -2.85896 -1.44547 0.87120 0.503 -0.361 0.830
H -5.84645 -1.78019 3.36764 0.496 -0.026 -0.276
H -2.00686 -1.37538 0.19091 -0.302 0.048 0.133
H -0.61098 -2.66544 1.93079 -0.059 0.107 0.181
H -0.61944 2.03545 3.16976 0.286 0.004 -0.115
C -2.60557 -1.87785 2.20585 -1.957 0.348 -0.540
C -0.72868 -1.72754 3.84928 -0.553 -0.532 -1.421
C 0.70441 1.01997 0.25464 -0.062 0.288 0.034
H 1.08626 1.95355 -0.20796 0.027 -0.199 -0.005
C -5.20809 -1.18386 1.36905 0.460 -0.079 0.387
H 0.26423 0.39785 -0.53594 0.220 0.095 0.122
H -2.40620 -0.45145 4.42977 0.230 0.016 -0.070
C 0.45157 -0.78271 6.34385 0.713 0.447 1.329
Br 2.89588 -2.24994 5.93444 -0.162 0.008 -0.068
N -0.30540 1.28875 1.25239 -0.228 -0.720 0.238
H -7.36598 -0.24299 2.72511 -0.019 -0.086 -0.261
C -5.00195 -1.68257 2.67825 -0.461 0.435 -0.826
C -0.89476 -0.35060 5.88646 0.032 -0.730 -1.165
C -1.50966 1.87607 0.71373 0.146 0.200 0.035
C 0.58880 -2.14805 4.26218 0.965 0.175 0.587
C 0.18611 1.97845 2.42364 0.013 0.150 -0.094
H -3.58037 -2.36801 4.09952 0.094 0.004 -0.307
```
Positions in Å, forces in eV/Å.

---

A molecular structure, C17H19BrClMnN3O7 at a distorted geometry. Source: the OMol25 dataset; level of theory: ωB97M-V/def2-TZVPD.

Values from the calculation:
E (eV): -150618.3028
Total charge: -2
E_HOMO (alpha / beta) (eV): 0.576 / 0.486
Molecular weight (g mol⁻¹): 547.6
Kohn-Sham gap (alpha / beta) (eV): 3.45 / 3.54
Spin multiplicity: 6
Expectation value of S²: 8.82
LUMO (alpha / beta) (eV): 4.03 / 4.02

XYZ file:
```
49
Properties=species:S:1:pos:R:3:forces:R:3
H 1.03560 -1.74189 3.42660 0.105 -0.029 0.006
C -0.02315 1.78436 1.10088 -1.587 2.492 2.071
O -3.98041 2.76820 0.11682 0.198 0.441 -0.532
O -2.75523 0.96284 0.91260 1.481 -0.978 -0.070
O -5.07059 0.98589 1.15499 -0.320 -0.517 0.035
C 0.32016 -0.53557 -2.41350 -1.203 -0.738 -1.298
N 0.94335 -0.10357 -1.29355 0.776 0.779 1.333
H -0.26940 0.40276 3.15334 0.037 0.176 0.182
O -3.76804 2.45197 2.41464 0.471 0.231 0.883
H -1.24142 -1.34994 -4.45925 0.021 0.088 -0.074
Mn -0.78358 -0.02664 0.44846 0.929 -2.127 0.329
N 1.06025 -1.68862 1.33490 0.067 0.080 -0.133
H 1.12060 1.42915 3.65719 -0.265 0.017 -0.076
H 4.52525 1.49213 0.92969 -0.024 0.026 0.028
H 1.08273 -3.36207 2.67576 -0.163 0.192 0.153
C 3.16108 0.03359 -2.37491 -0.182 -0.115 -0.424
C -3.58649 -1.88180 -2.08043 -0.255 -0.105 1.200
N -1.54998 -1.11400 -1.08510 -0.137 0.167 0.071
H -3.61518 -2.04894 -4.23492 0.015 -0.015 -0.106
C -2.79591 -1.56151 -0.99217 -1.353 -0.566 -0.539
H 2.04148 -1.43193 1.30185 -0.116 -0.010 -0.134
O -0.21509 2.29649 2.35209 0.768 -0.169 -2.746
H 2.09880 0.96321 0.69525 0.221 -0.075 0.100
H 2.82093 -0.37399 -3.31438 -0.096 -0.067 -0.025
C 4.98013 0.86157 -1.07314 0.402 0.036 -0.013
H 0.86790 -2.30399 0.54494 0.098 0.286 0.082
H 0.42838 3.10388 -0.54096 0.127 -0.189 -0.100
H -1.23682 2.52268 -0.50636 0.156 -0.066 0.066
C 4.12950 1.07861 0.01017 0.286 0.107 -0.018
H -4.60569 -2.20989 -1.94273 -0.044 -0.026 0.129
H 5.16092 0.16617 -3.09837 0.021 0.047 0.028
C -3.02593 -1.78603 -3.36465 0.992 0.174 -0.654
H -0.72328 3.77042 0.65649 -0.021 -0.005 -0.110
H -0.52163 1.77804 4.28001 0.020 -0.045 -0.128
Br 6.85165 1.26726 -0.92787 -0.018 0.019 0.056
H 0.80365 -0.49114 -3.38874 -0.113 0.063 -0.007
C 2.80146 0.77405 -0.10918 -0.142 0.118 0.245
C 0.68489 -2.34018 2.58138 -0.661 -0.232 -0.189
O -1.38881 -3.27945 3.35906 -0.122 -0.181 0.241
Cl -3.89205 1.78898 1.15927 -1.748 0.953 -0.288
C -1.72662 -1.39032 -3.49294 -1.020 -0.379 -0.475
C -0.89140 -2.37563 2.68879 1.426 -0.624 0.287
C -0.40579 2.87156 0.12064 0.300 0.026 0.594
C 4.49441 0.34477 -2.26233 0.125 0.044 0.168
C 2.24591 0.22015 -1.29606 -0.963 -0.323 0.061
C 0.04587 1.41960 3.41955 0.220 -0.873 0.682
C -0.98187 -1.00974 -2.34266 2.027 0.485 -0.154
O -1.46391 -1.44579 2.08630 -0.728 1.244 -0.779
H -3.18662 -1.68570 0.01251 -0.007 0.164 0.045
```
Positions in Å, forces in eV/Å.

---

A molecular structure, C17H19Cl2NO2ReS. Source: the OMol25 dataset; level of theory: ωB97M-V/def2-TZVPD.

Values from the calculation:
E (eV): -61517.3620
Total charge: +2
E_HOMO (alpha / beta) (eV): -15.545 / -15.520
Molecular weight (g mol⁻¹): 558.5
Kohn-Sham gap (alpha / beta) (eV): 6.73 / 7.06
Relative energy (zero: lowest compared OMol25 entry of this formula, charge and spin) (kcal per mole): 1.5
Spin multiplicity: 2
Expectation value of S²: 0.77
LUMO (alpha / beta) (eV): -8.81 / -8.46

XYZ file:
```
43
Properties=species:S:1:pos:R:3:forces:R:3
C 2.76704 -3.43901 0.47844 0.047 -0.069 -0.021
H 3.78320 -3.09870 0.66125 0.001 -0.007 0.002
H -1.92435 5.07255 1.61110 0.002 0.003 0.004
C -2.10292 3.17089 0.62610 0.003 0.000 -0.006
C 1.18010 0.82293 -2.64246 -0.036 -0.256 -0.045
Re -0.17174 0.47191 0.06406 0.520 -0.598 -0.246
H -2.68042 -1.55683 1.71896 -0.005 0.000 0.002
C 1.75188 -2.51233 1.04799 -0.177 -0.002 0.023
H 0.11308 -3.84035 0.65927 -0.001 -0.006 -0.009
H 0.34047 0.88092 -3.33507 -0.018 0.063 0.000
H -4.11924 5.83238 0.72132 0.005 0.007 0.005
H -0.88979 -0.17665 2.60246 0.015 -0.013 0.013
Cl -4.98644 1.72024 -1.67636 -0.024 0.026 0.002
C -0.17475 -0.71945 1.98416 -0.125 0.126 0.261
H 0.82179 1.38382 3.30658 0.002 0.001 -0.002
O 0.63212 -0.86729 -1.06714 -0.242 0.039 0.301
O 1.98780 -1.44716 -2.74409 -0.168 -0.051 -0.038
C 0.39888 -2.86611 1.03750 0.108 0.054 0.018
C -4.05709 2.75008 -0.66885 0.015 0.005 0.009
H 2.61462 -3.51809 -0.60188 0.013 0.014 -0.003
N 0.87913 1.65093 -1.43737 -0.127 0.121 0.056
Cl -0.55013 2.55769 1.24155 -0.046 0.092 0.025
H 0.33279 2.46749 -1.70842 -0.004 -0.007 0.021
H 2.64736 -4.44142 0.89229 -0.004 0.002 -0.014
H 3.19849 -1.05166 1.67418 0.002 0.011 0.015
H 1.74677 2.02628 -1.05501 0.017 -0.051 0.014
C -2.82391 2.31021 -0.18144 0.040 -0.102 -0.007
C -0.58235 -1.99944 1.49035 0.057 0.100 -0.149
H 2.07998 1.16399 -3.14820 0.005 -0.035 0.015
H -5.46456 4.35675 -0.72553 -0.003 -0.006 -0.006
H 2.10805 0.36021 3.91056 0.001 0.010 0.003
C 2.14082 -1.27805 1.60163 -0.062 0.069 -0.052
C 1.21695 -0.40118 2.14701 0.009 -0.002 -0.047
H -2.31802 -2.86755 0.57359 -0.010 0.002 -0.003
S -2.22309 0.67493 -0.51047 -0.329 0.186 0.012
C 1.32058 -0.63245 -2.20079 0.493 0.388 -0.194
C -2.02196 -2.39911 1.51202 -0.053 -0.029 0.023
C -3.74984 4.84802 0.46881 0.066 -0.004 0.037
C -2.51675 4.43334 0.97160 -0.007 0.002 -0.005
C 1.65567 0.75603 2.99903 0.043 0.000 0.037
H 2.41397 1.36747 2.50893 0.003 -0.001 0.009
C -4.51116 4.02202 -0.34087 -0.030 -0.087 -0.059
H -2.17412 -3.13890 2.30146 0.004 0.002 -0.002
```
Positions in Å, forces in eV/Å.

---

Question: Which of these has the highest E?
Answer: C17H19Cl2NO2ReS